1.
# CH4F2Si

A 2-piece molecular cluster, CH4F2Si overall at a distorted geometry (ωB97M-V/def2-TZVPD, the Open Molecules 2025 dataset).

Element x y z (Å)
C  0.944857  -0.307673  -0.537075
F  -2.584102  1.073488  -0.537676
F  -0.158861  1.208441  1.574354
Si  -0.528376  0.022902  0.571646
H  0.881990  -1.281036  -1.017257
H  1.033201  0.443164  -1.319265
H  1.857247  -0.279891  0.059534
H  -1.445954  -0.879395  1.205738

Atoms 1-3, force components in eV/Å:
C -0.70 -0.13 0.19
F 3.01 -1.47 1.29
F -0.12 -0.59 -0.46

Values from the calculation:
**Relative energy (zero: lowest compared OMol25 entry of this formula, charge and spin)**: 345.6 kJ/mol

***

2.
# C3H12NO3

A 3-piece molecular cluster, C3H12NO3 overall at a distorted geometry (ωB97M-V/def2-TZVPD, the Open Molecules 2025 dataset).

Element x y z (Å)
C  0.370268  0.444892  -0.094484
C  0.088713  1.523035  0.979260
C  -0.753482  1.019241  2.136714
O  -1.523293  0.110968  1.997683
N  1.539522  0.762405  -0.981168
H  -0.592395  0.338603  -0.578212
H  0.676807  -0.458417  0.420056
H  -0.561689  2.270061  0.494319
H  1.013137  2.030626  1.255140
H  -0.523150  1.503320  3.102374
H  1.768575  -0.199973  -1.290062
H  2.388804  1.154255  -0.588872
H  1.237914  1.286171  -1.795004
H  -2.796362  -1.995651  -0.864785
H  -2.325085  -1.251975  0.401200
O  -2.051532  -1.485703  -0.479738
H  1.260255  -2.856986  -1.299110
H  -0.080671  -2.206328  -1.428150
O  0.863658  -1.988552  -1.387162

Atoms 1-3, force components in eV/Å:
C -0.19 0.91 2.81
C 0.00 0.52 -1.24
C 1.21 -0.26 -0.20

Values from the calculation:
**Relative energy (zero: lowest compared OMol25 entry of this formula, charge and spin)**: 63.6 kJ/mol
**Charge**: +1

***

3.
# C5H10Br2N3O2

A 2-piece molecular cluster, C5H10Br2N3O2 overall at a distorted geometry (ωB97M-V/def2-TZVPD, the Open Molecules 2025 dataset).

Element x y z (Å)
C  -1.247524  -0.590944  -0.905645
C  -1.364100  1.268640  0.570259
C  -0.001183  0.240139  -0.954775
C  1.205466  0.016118  -1.848924
C  1.566718  -0.969266  1.686317
N  -2.030283  0.099157  -0.084616
N  -0.107879  1.264753  -0.117255
N  0.695741  -1.595463  0.609689
O  -1.559298  -1.593153  -1.491454
O  -1.974304  2.473921  0.418487
Br  -3.673238  -0.429770  0.429540
Br  1.130607  2.626948  0.182961
H  -1.306860  0.995354  1.704535
H  1.034662  -0.859745  -2.411692
H  2.013385  0.079892  -1.036381
H  1.157143  0.831136  -2.672320
H  1.595106  0.082254  1.454728
H  0.996229  -1.041278  2.629599
H  2.561458  -1.363506  1.733811
H  0.447772  -2.544740  0.871526
H  1.144431  -1.703349  -0.226956
H  -2.284050  2.712907  -0.541425

Atoms 1-3, force components in eV/Å:
C -0.87 -0.87 -0.62
C -2.01 -1.07 1.48
C 1.74 1.28 0.10

Values from the calculation:
**Relative energy (zero: lowest compared OMol25 entry of this formula, charge and spin)**: 0.0 kJ/mol
**Charge**: +1

***

4.
# C36H96N4O20

A 10-piece molecular cluster, C36H96N4O20 overall at a distorted geometry (ωB97M-V/def2-TZVPD, the Open Molecules 2025 dataset).

Element x y z (Å)
C  14.187555  -6.033513  13.030186
O  14.207517  -7.193946  13.811807
C  14.164967  -6.987703  15.222985
C  14.541020  -8.278462  15.928612
N  14.344683  -8.315088  17.372619
C  15.166711  -7.349463  18.083543
C  14.634836  -7.174124  19.524371
O  15.165497  -8.250342  20.292114
C  14.693602  -8.235333  21.633092
H  15.108960  -5.479952  13.210972
H  13.335969  -5.370542  13.183102
H  14.196265  -6.318492  11.978143
H  13.212326  -6.617237  15.601569
H  14.838084  -6.196967  15.554288
H  15.582503  -8.548820  15.754470
H  13.897738  -9.088155  15.584100
H  14.746890  -9.129922  17.813480
H  15.247884  -6.373872  17.604239
H  16.110283  -7.895099  18.090616
H  13.549934  -7.151388  19.627256
H  15.161332  -6.299785  19.907061
H  15.331831  -8.883347  22.233801
H  13.647861  -8.538610  21.683517
H  14.732388  -7.200633  21.973642
C  11.037573  12.460523  11.016382
O  10.142393  11.736529  10.119207
C  8.836131  11.356091  10.684548
C  8.220893  10.395898  9.679948
N  8.726271  9.011807  9.657336
C  8.105536  8.311014  8.491206
C  8.268182  6.810615  8.409062
O  9.453610  6.529359  7.775588
C  9.791097  5.148193  7.557555
H  11.937269  12.792292  10.498136
H  11.290178  11.918636  11.927788
H  10.578963  13.361850  11.423070
H  8.232463  12.235289  10.909688
H  8.946152  10.846393  11.641724
H  8.257092  10.799117  8.667911
H  7.141557  10.409637  9.831417
H  9.693909  9.088577  9.378240
H  8.546566  8.763598  7.603086
H  7.026665  8.406772  8.368876
H  7.412188  6.308097  7.958663
H  8.261331  6.414689  9.424595
H  10.771192  5.218434  7.085782
H  9.071340  4.739336  6.848412
H  9.963140  4.625538  8.498478
C  19.038661  -8.063940  5.573683
O  18.603846  -9.083618  4.627563
C  17.301662  -8.696392  4.073928
C  17.049589  -9.684575  2.900675
N  17.691304  -9.400293  1.630626
C  17.496343  -10.476016  0.686535
C  18.548063  -10.267510  -0.388499
O  19.795684  -10.576416  0.195812
C  20.962012  -9.919140  -0.468011
H  18.228963  -7.916712  6.288396
H  19.309230  -7.157060  5.032899
H  19.882822  -8.530908  6.081048
H  17.288164  -7.628507  3.855878
H  16.584819  -8.920389  4.863897
H  16.012197  -9.605395  2.575643
H  17.140135  -10.743881  3.141033
H  18.692845  -9.431812  1.757189
H  16.513738  -10.614047  0.235388
H  17.712574  -11.378233  1.258675
H  18.596566  -9.277022  -0.840917
H  18.242648  -10.999793  -1.135873
H  21.157118  -10.239954  -1.491304
H  21.809582  -10.244952  0.134962
H  20.940701  -8.834183  -0.365516
C  14.728527  -13.418561  10.518839
O  13.826759  -13.577607  9.379528
C  13.198226  -12.372090  8.858140
C  12.603695  -12.496680  7.479794
N  11.331128  -13.219281  7.308761
C  10.173663  -12.686292  8.069344
C  9.926299  -11.122122  7.965391
O  9.432201  -10.659032  6.684036
C  8.131305  -11.176962  6.193447
H  14.264384  -12.714377  11.209345
H  15.591293  -12.867118  10.145161
H  14.848241  -14.380083  11.018082
H  13.910539  -11.568576  8.670862
H  12.492477  -11.976311  9.588472
H  13.329234  -12.954732  6.807575
H  12.427650  -11.563661  6.944457
H  11.505892  -14.196720  7.493601
H  10.388949  -12.966063  9.100597
H  9.239063  -13.200343  7.844902
H  10.833164  -10.569946  8.211964
H  9.225758  -10.828462  8.747124
H  8.216183  -12.209327  5.854158
H  7.813039  -10.540719  5.367620
H  7.349007  -11.127991  6.950884
O  7.039445  -2.527973  14.595634
C  7.636189  -2.020156  13.410282
C  6.679828  -1.225618  12.534079
O  6.125324  -2.148359  11.664988
H  6.318746  -3.131204  14.399907
H  8.444406  -1.319372  13.619536
H  8.079182  -2.853671  12.865209
H  7.325406  -0.533960  11.992834
H  5.874926  -0.686304  13.033435
H  6.830387  -2.634842  11.231621
O  9.603000  -4.750653  -0.859834
C  8.595507  -5.096077  -1.755404
C  8.016873  -6.467631  -1.378932
O  7.315612  -6.391105  -0.165520
H  10.259808  -5.446529  -0.782543
H  7.776387  -4.381795  -1.671979
H  8.987151  -4.903145  -2.754148
H  8.797863  -7.226899  -1.337997
H  7.305326  -6.883371  -2.092347
H  7.833228  -5.967818  0.523322
O  3.960346  -5.496457  7.667988
C  3.089121  -5.040206  6.634830
C  3.484232  -3.603387  6.154722
O  3.144137  -2.626484  7.168506
H  3.550634  -6.318714  7.946630
H  3.175409  -5.702944  5.773766
H  2.061585  -5.254567  6.928629
H  2.877870  -3.232138  5.328526
H  4.535763  -3.431503  5.924896
H  3.731307  -2.703500  7.924079
O  16.055592  -2.088927  5.818569
C  16.447698  -1.004352  5.034721
C  15.765913  -0.910908  3.653227
O  16.504979  0.121326  2.998830
H  16.663034  -2.047987  6.560808
H  16.406755  -0.083277  5.616135
H  17.518773  -1.188779  4.951718
H  14.692272  -0.743616  3.739339
H  15.875152  -1.807236  3.042681
H  17.403237  -0.176384  2.837243
O  8.956960  -5.552514  5.056566
C  9.990888  -4.864183  5.790640
C  9.408596  -4.032294  6.812415
O  8.805748  -4.766166  7.907164
H  8.873002  -6.487274  5.258475
H  10.690492  -5.596490  6.193610
H  10.458410  -4.242735  5.026888
H  8.717184  -3.277361  6.438092
H  10.193073  -3.436535  7.279069
H  8.067532  -5.225547  7.500228
O  5.128473  -7.007696  14.875466
C  5.606792  -7.957401  13.978490
C  7.054560  -8.403338  14.346131
O  6.957732  -9.434839  15.276327
H  4.408145  -6.662676  14.342836
H  4.869601  -8.758039  13.918343
H  5.628863  -7.475823  13.000891
H  7.647286  -7.549973  14.675579
H  7.616089  -8.728701  13.470383
H  7.133234  -9.138522  16.172427

Atoms 1-3, force components in eV/Å:
C 0.59 0.24 -0.19
O -0.46 -0.49 0.87
C 0.23 0.24 0.35

Values from the calculation:
**SMILES**: COCCNCCOC.COCCNCCOC.COCCNCCOC.COCCNCCOC.OCCO.OCCO.OCCO.OCCO.OCCO.OCCO
**Relative energy (zero: lowest compared OMol25 entry of this formula, charge and spin)**: 568.3 kJ/mol

***

no.,E (Eh),HOMO-LUMO gap (Eh)
1,-529.7187,0.365
2,-401.7247,0.387
3,-5658.9425,0.313
4,-3152.5407,0.317